Record 1
Entry from the OMol25 dataset: an isolated molecule of C9H10O2S at a distorted geometry (ωB97M-V/def2-TZVPD).

Atoms and positions in Å:
1 C -2.805 0.463 0.359
2 C -2.324 -0.797 0.680
3 C -1.947 1.407 -0.180
4 C -0.990 -1.100 0.481
5 C -0.614 1.101 -0.385
6 C -0.119 -0.150 -0.044
7 C 2.188 -0.559 1.029
8 C 2.327 0.543 -1.012
9 C 1.316 -0.550 -0.230
10 O 4.302 1.134 0.724
11 O 1.450 -1.805 -0.842
12 S 3.708 -0.037 0.084
13 H -3.846 0.707 0.513
14 H -2.985 -1.549 1.082
15 H -2.317 2.385 -0.450
16 H -0.612 -2.082 0.729
17 H 0.041 1.839 -0.820
18 H 1.913 0.218 1.737
19 H 2.264 -1.530 1.509
20 H 2.443 0.367 -2.071
21 H 2.101 1.573 -0.768
22 H 0.767 -1.915 -1.515

2S+1: 1
E_tot: -897.5635 a.u.
E_HOMO: -8.8 eV
gap between HOMO and LUMO: 9.501 eV
ΔE to the lowest compared entry with this formula, charge and spin: 15.5 kJ/mol

Löwdin population analysis, charges in e, atoms 1 to 2: atom 1 (C): -0.09, atom 2 (C): -0.07



Record 2
Entry from the OMol25 dataset: a structure of composition C9H11AsF2OPtS5 at a distorted geometry (ωB97M-V/def2-TZVPD).

Atoms and positions in Å:
1 Pt -0.220 -0.060 2.062
2 S -4.764 0.905 2.292
3 As -2.894 1.285 3.229
4 S -1.430 2.005 1.737
5 S -1.771 -0.583 3.732
6 S -3.069 2.576 4.913
7 C 1.409 2.557 -2.908
8 C 0.914 1.470 -1.988
9 C -0.446 1.314 -1.731
10 C -0.910 0.290 -0.923
11 C 0.000 -0.592 -0.341
12 C 1.366 -0.450 -0.590
13 C 1.813 0.585 -1.400
14 S -0.692 -2.126 0.388
15 C -0.350 -3.094 -1.155
16 O -2.170 -1.991 0.324
17 H 0.575 3.082 -3.374
18 H 2.035 2.139 -3.700
19 H 2.009 3.291 -2.365
20 H -1.156 2.013 -2.159
21 H -1.965 0.155 -0.713
22 H 2.065 -1.153 -0.153
23 H 2.877 0.705 -1.579
24 H -0.873 -2.597 -1.974
25 H -0.745 -4.096 -0.991
26 H 0.727 -3.125 -1.336
27 F 1.853 -1.054 3.915
28 C 1.563 -0.932 2.570
29 F 1.884 -2.219 2.059
30 H 2.365 -0.302 2.159

net charge: -2
2S+1: 1
E_tot: -4970.5959 a.u.
E_HOMO: -0.7 eV
gap between HOMO and LUMO: 5.027 eV
ΔE to the lowest compared entry with this formula, charge and spin: 0.0 kJ/mol

Löwdin population analysis, charges in e, atoms 1 to 2: atom 1 (Pt): 0.43, atom 2 (S): -0.29



Record 3
Entry from the OMol25 dataset: an isolated molecule of C9H11Cl3Si at a distorted geometry (ωB97M-V/def2-TZVPD).

Atoms and positions in Å:
1 C 0.744 2.760 2.310
2 C -0.053 1.836 1.580
3 C -1.304 1.282 2.128
4 C -1.888 0.196 1.473
5 C -1.262 -0.266 0.285
6 C -0.202 0.348 -0.314
7 C 0.394 -0.225 -1.582
8 C 1.140 -1.602 -1.578
9 Si 0.119 -2.973 -2.336
10 Cl 0.349 -4.762 -1.303
11 Cl -1.900 -2.450 -2.180
12 Cl 0.939 -3.199 -4.319
13 C 0.387 1.388 0.421
14 H 1.253 3.403 1.636
15 H 1.631 2.272 2.841
16 H 0.145 3.282 3.101
17 H -1.716 1.531 3.067
18 H -2.659 -0.307 1.946
19 H -1.798 -1.050 -0.213
20 H -0.317 -0.334 -2.443
21 H 1.006 0.561 -1.941
22 H 1.991 -1.604 -2.238
23 H 1.545 -1.742 -0.504
24 H 1.455 1.655 0.163

2S+1: 1
E_tot: -2019.7404 a.u.
E_HOMO: -8.9 eV
SMILES: Cc1cccc(CC[Si](Cl)(Cl)Cl)c1
gap between HOMO and LUMO: 9.238 eV
ΔE to the lowest compared entry with this formula, charge and spin: 111.5 kJ/mol

Löwdin population analysis, charges in e, atoms 1 to 2: atom 1 (C): -0.08, atom 2 (C): -0.32



Record 4
Entry from the OMol25 dataset: a cluster of 5 separate species, C9H11Cl9O6 in total at a distorted geometry (ωB97M-V/def2-TZVPD).

Atoms and positions in Å:
1 C -2.266 -4.162 2.285
2 Cl -1.152 -4.020 0.952
3 Cl -2.562 -5.858 2.720
4 Cl -3.771 -3.384 1.875
5 H -1.771 -3.733 3.156
6 C 2.035 0.614 -3.330
7 Cl 2.122 -1.218 -3.373
8 Cl 1.247 1.238 -4.792
9 Cl 3.631 1.330 -3.157
10 H 1.416 0.867 -2.469
11 C 0.045 -0.626 0.195
12 Cl -0.956 -0.683 1.683
13 Cl 1.710 0.108 0.501
14 Cl -0.705 0.214 -1.192
15 H 0.360 -1.639 -0.055
16 C -4.766 2.438 -2.283
17 C -3.303 2.190 -2.689
18 O -3.019 3.235 -3.598
19 C -4.150 3.842 -3.946
20 O -4.228 4.723 -4.769
21 O -5.177 3.351 -3.254
22 H -4.754 2.985 -1.340
23 H -5.423 1.579 -2.414
24 H -3.167 1.218 -3.163
25 H -2.721 2.246 -1.769
26 C 4.493 -1.598 3.340
27 C 3.173 -0.823 3.309
28 O 3.602 0.511 3.393
29 C 4.903 0.524 3.665
30 O 5.595 1.548 3.759
31 O 5.456 -0.619 3.579
32 H 4.555 -1.956 2.312
33 H 4.536 -2.380 4.098
34 H 2.588 -0.987 4.213
35 H 2.425 -1.077 2.558

net charge: +1
2S+1: 2
E_tot: -4942.2747 a.u.
E_HOMO (spin up / spin down): -12.3 / -12.3 eV
gap between HOMO and LUMO (spin up / spin down): 7.740 / 1.838 eV

Löwdin population analysis, charges in e, atoms 1 to 2: atom 1 (C): -1.59, atom 2 (Cl): 0.52



Record 5
Entry from the OMol25 dataset: a cluster of 2 separate species, C9H11ClN4S in total at a distorted geometry (ωB97M-V/def2-TZVPD).

Atoms and positions in Å:
1 C 3.138 0.392 0.178
2 C 1.838 0.619 -0.611
3 S 1.436 -0.777 -1.703
4 N 1.007 -1.916 -0.601
5 C 1.299 -2.402 0.430
6 N 1.793 -2.948 1.388
7 C 0.610 0.826 0.269
8 C -0.703 0.579 -0.248
9 C -1.796 1.077 0.399
10 C -1.587 1.856 1.571
11 Cl -2.827 2.710 2.405
12 N -0.417 2.110 1.995
13 C 0.667 1.670 1.362
14 H 3.750 -0.199 -0.427
15 H 3.584 1.373 0.660
16 H 2.944 -0.390 0.937
17 H 2.042 1.468 -1.238
18 H 1.347 -3.416 2.157
19 H -0.731 0.093 -1.191
20 H -2.651 1.175 -0.185
21 H 1.574 1.895 1.892
22 C -3.612 -1.019 -1.740
23 N -2.385 -1.351 -1.778
24 H -4.380 -1.469 -2.302
25 H -3.926 -0.215 -1.019
26 H -2.017 -1.744 -2.601

2S+1: 1
E_tot: -1426.8268 a.u.
E_HOMO: -8.5 eV
SMILES: C[C@@H](SN=C=N)c1ccc(Cl)nc1.C=N
gap between HOMO and LUMO: 9.055 eV
ΔE to the lowest compared entry with this formula, charge and spin: 0.0 kJ/mol

Löwdin population analysis, charges in e, atoms 1 to 2: atom 1 (C): -0.11, atom 2 (C): -0.55



Record 6
Entry from the OMol25 dataset: a cluster of 2 separate species, C9H11ClO2S in total at a distorted geometry (ωB97M-V/def2-TZVPD).

Atoms and positions in Å:
1 C 3.049 0.810 -0.709
2 C 2.161 0.248 -1.634
3 C 2.979 0.454 0.659
4 C 1.294 -0.805 -1.205
5 C 1.962 -0.366 1.122
6 C 1.184 -1.063 0.160
7 C -3.610 1.364 0.094
8 C 0.079 -1.885 0.504
9 C -1.268 0.178 1.072
10 O -2.137 -0.359 -1.413
11 O -0.623 -2.385 -0.402
12 S -2.699 -0.230 0.229
13 Cl -0.651 1.809 0.887
14 H 3.737 1.577 -1.032
15 H 2.472 0.444 -2.716
16 H 3.633 0.983 1.327
17 H 0.716 -1.521 -1.670
18 H 1.934 -0.637 2.221
19 H -4.045 1.625 1.052
20 H -4.302 1.235 -0.749
21 H -2.645 1.980 -0.157
22 H -0.139 -2.133 1.590
23 H -1.484 -0.059 2.218
24 H -1.599 -1.266 -1.448

2S+1: 3
E_tot: -1358.1428 a.u.
E_HOMO (spin up / spin down): -4.7 / -9.0 eV
gap between HOMO and LUMO (spin up / spin down): 4.722 / 6.748 eV

Löwdin population analysis, charges in e, atoms 1 to 2: atom 1 (C): -0.10, atom 2 (C): -0.06



Record 7
Entry from the OMol25 dataset: an isolated molecule of C9H11ClSi at a distorted geometry (ωB97M-V/def2-TZVPD).

Atoms and positions in Å:
1 C -1.754 -0.641 -2.427
2 C -1.142 0.518 -2.179
3 Si -0.834 1.037 -0.490
4 C 0.037 2.717 -0.526
5 Cl -2.537 1.370 0.580
6 C -0.085 -0.346 0.489
7 C 0.394 -1.517 -0.041
8 C 1.356 -2.194 0.635
9 C 1.862 -1.722 1.777
10 C 1.239 -0.689 2.463
11 C 0.198 -0.031 1.842
12 H -2.189 -0.959 -3.379
13 H -2.039 -1.209 -1.596
14 H -0.893 1.393 -2.770
15 H 0.322 2.955 -1.572
16 H -0.465 3.583 -0.003
17 H 0.912 2.423 0.036
18 H 0.035 -1.844 -1.007
19 H 1.733 -3.105 0.263
20 H 2.719 -2.216 2.256
21 H 1.415 -0.433 3.490
22 H -0.285 0.908 2.160

2S+1: 1
E_tot: -1099.2356 a.u.
E_HOMO: -9.3 eV
SMILES: C=C[Si@@](C)(Cl)c1ccccc1
gap between HOMO and LUMO: 9.829 eV
ΔE to the lowest compared entry with this formula, charge and spin: 105.3 kJ/mol

Löwdin population analysis, charges in e, atoms 1 to 2: atom 1 (C): -0.04, atom 2 (C): -0.24



Record 8
Entry from the OMol25 dataset: the ion C9H11F3NOS with charge +1 at a distorted geometry (ωB97M-V/def2-TZVPD).

Atoms and positions in Å:
1 C 1.637 -2.083 -1.864
2 N 1.075 -1.390 -0.774
3 C 1.386 -1.846 0.599
4 S -0.589 -0.604 -0.878
5 O -0.865 -0.476 -2.265
6 C -0.383 0.928 0.035
7 C -0.214 1.117 1.415
8 C -0.123 2.439 1.877
9 C -0.172 3.495 1.013
10 C -0.479 3.267 -0.321
11 C -0.484 1.994 -0.783
12 C -1.922 -1.682 0.143
13 F -2.260 -0.882 1.160
14 F -2.921 -2.133 -0.568
15 F -1.216 -2.680 0.647
16 H 1.724 -3.137 -1.617
17 H 1.008 -2.022 -2.767
18 H 2.588 -1.713 -2.102
19 H 0.514 -1.879 1.297
20 H 1.664 -2.853 0.583
21 H 2.109 -1.300 1.229
22 H -0.238 0.362 2.172
23 H -0.395 2.446 2.952
24 H -0.069 4.472 1.400
25 H -0.500 4.264 -0.771
26 H -0.877 1.894 -1.812

net charge: +1
2S+1: 1
E_tot: -1176.9202 a.u.
E_HOMO: -13.7 eV
SMILES: C[N+](C)=[S@](=O)(c1ccccc1)C(F)(F)F
gap between HOMO and LUMO: 9.350 eV
ΔE to the lowest compared entry with this formula, charge and spin: 225.4 kJ/mol

Löwdin population analysis, charges in e, atoms 1 to 2: atom 1 (C): -0.09, atom 2 (N): -0.27



Record 9
Entry from the OMol25 dataset: an isolated molecule of C9H11FN2 at a distorted geometry (ωB97M-V/def2-TZVPD).

Atoms and positions in Å:
1 C 1.100 0.576 0.123
2 C 0.567 -0.029 -1.072
3 C 1.688 -0.496 -2.008
4 C -0.870 0.156 -1.570
5 F -1.118 -0.018 -2.974
6 C -0.600 -1.138 -0.806
7 C -1.086 -1.332 0.574
8 C -1.564 -0.503 1.552
9 N -1.477 -0.993 2.858
10 C -1.983 -0.062 3.619
11 C -2.518 0.952 2.713
12 N -2.230 0.608 1.499
13 H 1.543 1.602 -0.112
14 H 1.972 0.051 0.680
15 H 0.313 0.699 0.902
16 H 1.446 -1.241 -2.829
17 H 2.616 -0.903 -1.566
18 H 2.174 0.380 -2.657
19 H -1.524 0.958 -1.233
20 H -0.472 -2.109 -1.281
21 H -1.151 -2.398 0.836
22 H -1.967 -0.015 4.681
23 H -3.207 1.724 2.952

2S+1: 1
E_tot: -558.7965 a.u.
E_HOMO (spin up / spin down): -8.9 / -8.9 eV
SMILES: CC1(C)[C@@H](F)[C@@H]1C=C1N=CC=N1
gap between HOMO and LUMO (spin up / spin down): 7.944 / 7.945 eV
ΔE to the lowest compared entry with this formula, charge and spin: 148.4 kJ/mol

Löwdin population analysis, charges in e, atoms 1 to 2: atom 1 (C): -0.08, atom 2 (C): -0.40



Record 10
Entry from the OMol25 dataset: an isolated molecule of C9H11IN2O5 (ωB97M-V/def2-TZVPD).

Atoms and positions in Å:
1 O 1.202 3.957 -2.686
2 C 0.719 3.154 -1.930
3 N -0.613 2.758 -2.040
4 C -1.301 1.854 -1.270
5 O -2.465 1.590 -1.455
6 N -0.548 1.253 -0.275
7 C -1.252 0.273 0.584
8 C -1.573 -1.000 -0.205
9 C -0.310 -1.831 0.044
10 O -0.465 -3.220 -0.041
11 C 0.022 -1.439 1.493
12 C 1.509 -1.577 1.834
13 O 1.864 -2.922 1.978
14 O -0.450 -0.101 1.655
15 C 0.748 1.600 -0.051
16 C 1.389 2.493 -0.825
17 I 3.388 3.015 -0.501
18 H -1.152 3.202 -2.777
19 H -2.153 0.781 0.950
20 H -2.432 -1.500 0.243
21 H -1.781 -0.797 -1.252
22 H 0.497 -1.493 -0.631
23 H -0.811 -3.455 -0.909
24 H -0.543 -2.098 2.168
25 H 2.120 -1.092 1.056
26 H 1.711 -1.091 2.792
27 H 1.468 -3.430 1.258
28 H 1.212 1.116 0.796

2S+1: 1
E_tot: -1132.9935 a.u.
E_HOMO: -8.9 eV
SMILES: O=c1[nH]c(=O)n([C@H]2C[C@H](O)[C@@H](CO)O2)cc1I
gap between HOMO and LUMO: 9.205 eV
ΔE to the lowest compared entry with this formula, charge and spin: 0.0 kJ/mol

Löwdin population analysis, charges in e, atoms 1 to 2: atom 1 (O): 0.05, atom 2 (C): -0.55



Record 11
Entry from the OMol25 dataset: the ion C9H11INO2 with charge +1 at a distorted geometry (ωB97M-V/def2-TZVPD).

Atoms and positions in Å:
1 C -2.647 -1.114 1.706
2 C -2.331 -0.970 0.268
3 N -2.458 -2.327 -0.424
4 I -3.459 0.613 -0.721
5 C -0.749 -0.616 -0.158
6 O -0.158 -1.498 -0.730
7 O -0.249 0.450 0.323
8 C 1.029 1.011 -0.128
9 C 2.086 0.599 0.620
10 C 3.374 0.996 0.253
11 C 3.570 1.830 -0.781
12 C 2.389 2.339 -1.387
13 C 1.067 1.956 -1.124
14 H -3.734 -1.291 1.832
15 H -1.941 -1.995 2.118
16 H -2.340 -0.196 2.367
17 H -3.401 -2.561 -0.763
18 H -1.560 -2.280 -0.992
19 H -2.098 -3.112 0.141
20 H 1.994 -0.201 1.338
21 H 4.269 0.835 0.868
22 H 4.657 2.068 -0.812
23 H 2.446 3.083 -2.146
24 H 0.245 2.382 -1.670

net charge: +1
2S+1: 1
E_tot: -852.1772 a.u.
E_HOMO: -12.5 eV
SMILES: C[C@@]([NH3+])(I)C(=O)Oc1ccccc1
gap between HOMO and LUMO: 8.658 eV

Löwdin population analysis, charges in e, atoms 1 to 2: atom 1 (C): -0.13, atom 2 (C): -0.78



Record 12
Entry from the OMol25 dataset: a structure of composition C9H11LiN5Te (ωB97M-V/def2-TZVPD).

Atoms and positions in Å:
1 Li 0.553 -0.484 -2.811
2 C 2.134 0.933 0.295
3 Te 1.562 1.760 -1.595
4 C -0.170 2.505 -0.575
5 C 0.122 2.327 0.896
6 C -0.713 2.912 1.846
7 C -0.471 2.731 3.195
8 C 0.610 1.962 3.610
9 C 1.446 1.383 2.671
10 C 1.208 1.562 1.310
11 H 3.172 1.207 0.471
12 H 2.061 -0.153 0.285
13 H -1.055 1.948 -0.875
14 H -0.302 3.548 -0.854
15 H -1.552 3.517 1.523
16 H -1.120 3.195 3.926
17 H 0.807 1.824 4.664
18 H 2.296 0.795 2.995
19 N -1.578 -5.139 -3.268
20 N -1.201 -3.982 -2.628
21 N -1.273 -3.856 -1.323
22 C -0.723 -2.665 -1.149
23 N -0.337 -2.123 -2.311
24 N -0.656 -2.997 -3.258
25 H -2.255 -5.610 -2.680
26 H -1.963 -4.901 -4.174
27 H -0.607 -2.202 -0.184

net charge: +1
2S+1: 1
E_tot: -898.6462 a.u.
E_HOMO: -11.9 eV
gap between HOMO and LUMO: 8.906 eV
ΔE to the lowest compared entry with this formula, charge and spin: 0.0 kJ/mol

Löwdin population analysis, charges in e, atoms 1 to 2: atom 1 (Li): 0.56, atom 2 (C): -0.43